(1)
{
  "formula": "H6O3",
  "method": "ωB97M-V/def2-TZVPD",
  "species": ["O", "H", "H", "O", "H", "H", "O", "H", "H"],
  "coordinates": [[-1.480, 1.902, -0.857], [-0.600, 1.893, -0.466], [-1.662, 0.961, -1.001], [1.600, -0.404, 1.017], [2.285, -0.705, 1.626], [2.076, -0.082, 0.240], [-0.812, -0.959, -0.495], [-1.308, -1.739, -0.225], [-0.099, -0.866, 0.162]],
  "smiles": "O.O.O",
  "orbital_gap_ha": 0.40871,
  "max_force_ev_per_a": 0.28,
  "e_homo_ev": -10.7471
}

---

(2)
{
  "formula": "H70O35",
  "method": "ωB97M-V/def2-TZVPD",
  "species": ["O", "H", "H", "O", "H", "H", "O", "H", "H", "O", "H", "H", "O", "H", "H", "O", "H", "H", "O", "H", "H", "O", "H", "H", "O", "H", "H", "O", "H", "H", "O", "H", "H", "O", "H", "H", "O", "H", "H", "O", "H", "H", "O", "H", "H", "O", "H", "H", "O", "H", "H", "O", "H", "H", "O", "H", "H", "O", "H", "H", "O", "H", "H", "O", "H", "H", "O", "H", "H", "O", "H", "H", "O", "H", "H", "O", "H", "H", "O", "H", "H", "O", "H", "H", "O", "H", "H", "O", "H", "H", "O", "H", "H", "O", "H", "H", "O", "H", "H", "O", "H", "H", "O", "H", "H"],
  "coordinates": [[3.680, 1.893, -4.316], [3.052, 1.411, -4.854], [3.243, 1.995, -3.470], [-0.282, -2.627, 1.412], [0.382, -2.552, 0.726], [0.172, -2.366, 2.214], [-3.951, 3.300, -0.749], [-4.833, 3.589, -0.514], [-3.960, 2.355, -0.594], [-0.375, 3.760, -4.111], [-1.137, 3.955, -3.566], [-0.163, 2.848, -3.908], [-4.735, -1.332, -0.052], [-5.549, -1.753, 0.225], [-4.214, -2.041, -0.428], [-3.107, 0.962, 3.933], [-3.273, 0.889, 4.873], [-3.810, 1.525, 3.609], [2.548, 2.463, -2.077], [2.151, 3.325, -2.202], [2.250, 2.184, -1.211], [-0.780, -2.240, -3.080], [-0.095, -1.580, -2.976], [-1.259, -1.968, -3.863], [1.393, -2.290, 3.551], [1.454, -2.961, 4.230], [2.218, -2.360, 3.070], [3.078, -1.814, -4.352], [3.978, -1.579, -4.576], [2.955, -2.684, -4.733], [-3.550, 0.432, -2.995], [-3.284, 0.382, -2.077], [-3.775, -0.469, -3.229], [3.624, -2.142, 2.207], [4.002, -1.434, 2.730], [4.379, -2.641, 1.896], [-0.543, -4.865, -2.233], [-0.809, -5.319, -3.033], [-1.017, -4.034, -2.260], [-2.329, 4.242, -2.472], [-2.842, 3.905, -1.737], [-2.963, 4.713, -3.012], [-2.586, -4.671, 1.260], [-2.033, -3.976, 1.615], [-3.310, -4.744, 1.883], [0.135, 4.359, 0.771], [0.091, 5.284, 1.010], [-0.773, 4.058, 0.805], [-1.911, 4.422, 3.826], [-2.570, 5.043, 3.518], [-1.790, 3.817, 3.094], [2.073, -3.264, -0.083], [2.846, -3.056, 0.442], [2.372, -3.939, -0.692], [-0.470, -1.685, 5.767], [0.061, -2.039, 5.054], [-1.208, -2.291, 5.840], [-2.221, -2.455, -0.762], [-1.657, -2.257, -1.510], [-1.678, -2.998, -0.190], [2.388, -4.562, -2.527], [2.591, -4.609, -3.461], [1.598, -4.024, -2.480], [-3.011, -1.855, 3.401], [-3.434, -2.153, 2.596], [-3.385, -0.989, 3.562], [-0.070, 0.259, -0.128], [0.712, -0.274, -0.275], [-0.026, 0.499, 0.798], [5.842, -0.039, -1.018], [5.017, 0.314, -0.687], [6.504, 0.593, -0.738], [-0.395, 1.037, 4.758], [-0.592, 0.337, 5.380], [-1.185, 1.112, 4.223], [-2.837, 0.777, -0.292], [-3.590, 0.186, -0.289], [-2.103, 0.231, -0.008], [0.935, 0.433, 2.389], [0.928, -0.502, 2.592], [0.464, 0.840, 3.117], [5.008, 2.843, -0.750], [5.115, 2.914, 0.199], [4.106, 2.546, -0.867], [2.230, 2.410, 0.777], [1.734, 3.209, 0.953], [1.877, 1.767, 1.392], [-2.307, 2.922, 1.562], [-2.240, 2.240, 0.893], [-3.002, 3.500, 1.247], [1.697, -1.277, -2.050], [2.250, -1.457, -2.811], [1.815, -2.039, -1.482], [1.527, 0.889, -5.573], [1.229, 1.289, -6.390], [0.736, 0.822, -5.037], [-0.301, 1.162, -2.945], [0.012, 1.046, -2.047], [-1.212, 1.437, -2.847], [0.632, -5.140, 2.463], [-0.115, -5.078, 3.058], [0.728, -4.258, 2.105], [1.622, 4.483, 3.548], [1.066, 4.258, 2.802], [2.147, 5.222, 3.241]],
  "orbital_gap_ha": 0.30370,
  "max_force_ev_per_a": 1.25,
  "e_homo_ev": -8.8028
}

---

(3)
{
  "formula": "H72O36",
  "method": "ωB97M-V/def2-TZVPD",
  "species": ["O", "H", "H", "O", "H", "H", "O", "H", "H", "O", "H", "H", "O", "H", "H", "O", "H", "H", "O", "H", "H", "O", "H", "H", "O", "H", "H", "O", "H", "H", "O", "H", "H", "O", "H", "H", "O", "H", "H", "O", "H", "H", "O", "H", "H", "O", "H", "H", "O", "H", "H", "O", "H", "H", "O", "H", "H", "O", "H", "H", "O", "H", "H", "O", "H", "H", "O", "H", "H", "O", "H", "H", "O", "H", "H", "O", "H", "H", "O", "H", "H", "O", "H", "H", "O", "H", "H", "O", "H", "H", "O", "H", "H", "O", "H", "H", "O", "H", "H", "O", "H", "H", "O", "H", "H", "O", "H", "H"],
  "coordinates": [[8.352, 10.989, 14.278], [8.007, 10.104, 14.384], [9.312, 10.886, 14.542], [6.213, 13.011, 8.696], [6.321, 13.905, 9.016], [7.134, 12.784, 8.500], [11.235, 10.632, 14.925], [11.696, 11.056, 15.614], [11.107, 11.286, 14.221], [14.619, 13.242, 7.438], [14.247, 12.370, 7.696], [14.106, 13.664, 6.718], [11.737, 16.174, 14.524], [11.626, 16.942, 13.946], [11.053, 15.486, 14.397], [16.779, 11.653, 15.007], [17.228, 12.443, 14.695], [16.025, 12.085, 15.451], [14.161, 8.708, 12.723], [14.111, 8.166, 11.923], [14.901, 8.290, 13.274], [7.695, 17.347, 12.484], [7.086, 18.046, 12.742], [7.545, 17.004, 11.590], [14.701, 13.817, 10.108], [14.766, 13.652, 9.154], [15.267, 14.552, 10.355], [9.508, 8.106, 9.209], [9.588, 8.745, 8.497], [9.301, 8.638, 9.967], [9.403, 9.613, 11.608], [8.563, 9.836, 12.066], [9.999, 10.364, 11.770], [7.618, 15.580, 10.205], [8.582, 15.663, 9.988], [7.612, 14.735, 10.686], [6.813, 10.903, 10.614], [6.176, 10.476, 11.191], [6.269, 11.611, 10.182], [10.863, 13.685, 6.668], [10.022, 13.612, 6.190], [11.064, 12.744, 6.997], [11.727, 5.369, 12.074], [11.413, 6.172, 12.525], [12.282, 4.924, 12.703], [6.408, 6.846, 10.020], [6.086, 5.966, 9.886], [7.069, 7.003, 9.332], [13.840, 11.491, 11.752], [14.174, 10.699, 12.190], [14.426, 12.261, 11.823], [12.363, 14.546, 11.147], [12.604, 15.133, 11.883], [13.240, 14.113, 10.915], [12.951, 12.797, 14.708], [13.258, 12.448, 13.818], [13.115, 13.741, 14.587], [14.994, 15.587, 14.310], [14.580, 15.768, 15.195], [15.464, 16.372, 14.052], [11.208, 11.078, 7.523], [10.416, 11.024, 8.098], [11.937, 11.009, 8.186], [10.220, 14.569, 9.227], [10.620, 14.462, 8.333], [11.020, 14.647, 9.820], [10.548, 17.895, 11.935], [10.800, 17.516, 11.103], [9.711, 17.517, 12.261], [13.492, 15.512, 16.451], [13.315, 14.810, 17.069], [12.679, 15.670, 15.900], [6.586, 8.700, 12.556], [5.822, 8.212, 12.860], [6.754, 8.292, 11.665], [10.823, 7.852, 13.485], [11.505, 8.517, 13.660], [10.241, 8.388, 12.865], [15.833, 8.512, 14.742], [16.401, 9.311, 14.625], [16.003, 8.327, 15.693], [10.197, 14.036, 14.495], [11.049, 13.627, 14.285], [10.046, 13.637, 15.364], [14.274, 8.111, 9.211], [13.497, 7.544, 9.137], [15.006, 7.845, 8.660], [10.386, 12.191, 11.785], [9.603, 12.741, 11.637], [11.113, 12.613, 11.310], [12.025, 6.488, 9.350], [11.824, 6.079, 10.189], [11.223, 6.964, 9.087], [8.066, 13.894, 12.965], [8.975, 13.824, 13.322], [7.954, 14.861, 12.989], [13.504, 10.856, 8.988], [13.770, 10.986, 9.872], [13.618, 9.867, 9.023], [8.912, 12.051, 9.049], [8.681, 11.581, 9.835], [9.455, 12.856, 9.212], [6.967, 13.040, 15.799], [7.379, 12.683, 14.996], [6.842, 13.980, 15.578], [9.341, 13.245, 17.115], [9.358, 12.985, 18.050], [8.398, 13.167, 16.861]],
  "orbital_gap_ha": 0.39020,
  "max_force_ev_per_a": 2.73,
  "e_homo_ev": -10.7692
}

---

(4)
{
  "formula": "H72O36",
  "method": "ωB97M-V/def2-TZVPD",
  "species": ["O", "H", "H", "O", "H", "H", "O", "H", "H", "O", "H", "H", "O", "H", "H", "O", "H", "H", "O", "H", "H", "O", "H", "H", "O", "H", "H", "O", "H", "H", "O", "H", "H", "O", "H", "H", "O", "H", "H", "O", "H", "H", "O", "H", "H", "O", "H", "H", "O", "H", "H", "O", "H", "H", "O", "H", "H", "O", "H", "H", "O", "H", "H", "O", "H", "H", "O", "H", "H", "O", "H", "H", "O", "H", "H", "O", "H", "H", "O", "H", "H", "O", "H", "H", "O", "H", "H", "O", "H", "H", "O", "H", "H", "O", "H", "H", "O", "H", "H", "O", "H", "H", "O", "H", "H", "O", "H", "H"],
  "coordinates": [[-0.450, 0.608, 2.956], [-0.139, 0.095, 2.193], [-1.217, 1.104, 2.677], [-2.032, 1.246, -4.966], [-2.855, 0.721, -5.077], [-2.162, 1.707, -4.104], [-5.165, 0.225, -3.351], [-4.823, -0.277, -2.561], [-5.735, 0.946, -2.987], [-1.129, -2.122, -2.512], [-0.716, -1.479, -3.137], [-1.075, -3.034, -2.854], [-0.282, 4.118, -4.483], [-0.529, 3.517, -5.200], [-1.021, 4.274, -3.898], [1.148, -0.510, 0.815], [1.243, -1.242, 0.173], [1.233, 0.351, 0.366], [-0.074, -0.335, 5.423], [0.753, 0.101, 5.808], [-0.241, 0.040, 4.504], [-3.382, 1.062, -0.049], [-3.496, 0.100, -0.113], [-2.692, 1.221, -0.711], [-5.116, -4.150, -0.385], [-4.200, -4.528, -0.380], [-5.711, -4.895, -0.305], [-2.499, 4.105, -2.669], [-2.777, 4.995, -2.282], [-2.214, 3.699, -1.860], [0.874, 5.794, -0.925], [1.068, 5.235, -0.154], [0.588, 6.641, -0.578], [0.949, -4.146, 1.744], [1.048, -3.740, 0.874], [0.286, -3.623, 2.248], [3.021, 0.341, -1.457], [3.703, 0.208, -0.780], [2.928, -0.533, -1.938], [1.483, 3.607, 0.900], [1.885, 2.947, 1.503], [0.520, 3.424, 1.015], [2.471, -1.755, -3.454], [1.919, -1.201, -4.065], [3.328, -1.566, -3.841], [1.353, 2.170, -3.083], [2.158, 2.419, -2.613], [1.247, 2.934, -3.677], [-1.537, 3.840, 1.207], [-1.449, 4.745, 1.591], [-1.869, 3.287, 1.920], [-0.696, -4.758, -3.027], [-1.187, -5.047, -2.216], [0.218, -5.088, -2.898], [4.858, -1.392, -0.129], [4.397, -1.910, 0.518], [5.552, -1.978, -0.417], [-2.324, -4.591, -0.646], [-1.795, -4.910, 0.122], [-2.176, -3.625, -0.550], [2.768, 1.292, 2.351], [3.709, 1.463, 2.267], [2.653, 0.395, 2.023], [5.048, 2.852, -1.158], [4.360, 2.232, -1.421], [4.802, 3.719, -1.558], [-1.408, -2.280, 1.221], [-1.279, -2.158, 2.167], [-1.177, -1.470, 0.775], [3.953, 5.562, -2.319], [4.182, 6.451, -2.396], [3.023, 5.525, -2.360], [-0.966, 1.636, -1.339], [-0.101, 1.773, -1.838], [-1.002, 2.302, -0.631], [-4.288, -0.197, 4.387], [-3.616, -0.263, 5.081], [-4.952, 0.362, 4.817], [0.717, -0.009, -4.537], [-0.174, 0.160, -4.959], [0.957, 0.851, -4.054], [-2.698, 0.048, 6.408], [-1.719, 0.031, 6.495], [-2.999, 0.740, 6.937], [5.466, 1.332, 1.201], [5.396, 1.914, 0.391], [5.297, 0.442, 0.892], [2.005, 1.462, 5.196], [2.193, 1.379, 4.232], [2.467, 2.279, 5.439], [-3.153, 1.768, 2.627], [-3.374, 1.038, 3.235], [-3.287, 1.451, 1.720], [1.297, -2.595, -1.157], [1.757, -2.815, -1.956], [0.395, -2.408, -1.399], [3.700, -2.951, 2.056], [2.773, -3.021, 2.224], [4.155, -3.683, 2.491], [-0.853, -3.221, 3.816], [-0.775, -2.571, 4.519], [-1.670, -3.692, 4.012], [-3.863, -1.599, -1.380], [-4.249, -2.437, -1.228], [-3.097, -1.785, -1.930], [0.753, -6.778, -0.214], [0.464, -7.661, -0.023], [0.947, -6.253, 0.649]],
  "orbital_gap_ha": 0.39634,
  "max_force_ev_per_a": 2.80,
  "e_homo_ev": -10.7465
}

---

(5)
{
  "formula": "H7NSi2",
  "method": "ωB97M-V/def2-TZVPD",
  "species": ["N", "Si", "Si", "H", "H", "H", "H", "H", "H", "H"],
  "coordinates": [[1.571, -0.598, -0.316], [-1.643, -0.011, 0.046], [0.535, 0.688, 0.106], [2.384, -0.344, -0.743], [1.378, -1.574, -0.139], [-1.972, -0.238, -1.349], [-1.517, -1.513, 0.184], [-2.864, 0.643, 0.691], [1.334, 1.664, -0.627], [0.795, 1.282, 2.147]],
  "orbital_gap_ha": 0.34258,
  "max_force_ev_per_a": 3.76,
  "e_homo_ev": -8.6912
}

---

(6)
{
  "formula": "H7NSi2",
  "method": "ωB97M-V/def2-TZVPD",
  "species": ["N", "Si", "Si", "H", "H", "H", "H", "H", "H", "H"],
  "coordinates": [[2.546, 0.200, -0.638], [-2.189, -0.225, 0.219], [1.468, -0.940, 0.022], [2.746, 1.251, -0.378], [3.357, -0.055, -1.279], [-3.040, 1.158, 0.196], [-1.333, 0.050, -1.050], [-3.083, -1.365, 0.555], [0.868, -0.049, 0.959], [-1.340, -0.024, 1.394]],
  "orbital_gap_ha": 0.32203,
  "max_force_ev_per_a": 4.06,
  "e_homo_ev": -8.4140
}

---

(7)
{
  "formula": "H7O3",
  "method": "ωB97M-V/def2-TZVPD",
  "species": ["O", "H", "H", "O", "H", "H", "O", "H", "H", "H"],
  "coordinates": [[-0.769, 2.241, -1.013], [-1.561, 2.615, -0.619], [-0.446, 2.949, -1.595], [0.232, -2.485, 0.274], [0.489, -2.636, -0.654], [-0.013, -3.347, 0.650], [0.545, 0.238, 0.754], [1.267, 0.031, 1.366], [0.012, -0.598, 0.744], [0.158, 0.995, 0.261]],
  "orbital_gap_ha": 0.46042,
  "max_force_ev_per_a": 2.60,
  "charge": 1,
  "e_homo_ev": -16.5195
}

---

(8)
{
  "formula": "H7O3",
  "method": "ωB97M-V/def2-TZVPD",
  "species": ["O", "H", "H", "O", "H", "H", "O", "H", "H", "H"],
  "coordinates": [[-1.212, -0.792, -1.865], [-2.058, -1.045, -1.486], [-1.317, -0.698, -2.824], [0.822, 0.906, 2.084], [0.955, 0.678, 3.005], [0.715, 1.855, 2.187], [0.470, -0.098, -0.271], [0.449, 0.508, 0.521], [0.656, -0.956, 0.152], [-0.245, -0.346, -1.064]],
  "orbital_gap_ha": 0.48902,
  "max_force_ev_per_a": 1.35,
  "charge": 1,
  "e_homo_ev": -16.9215
}

---

(9)
{
  "formula": "H7O3",
  "method": "ωB97M-V/def2-TZVPD",
  "species": ["O", "H", "H", "O", "H", "H", "O", "H", "H", "H"],
  "coordinates": [[-1.284, 1.594, -0.415], [-1.683, 2.443, -0.263], [-1.744, 0.938, -0.870], [0.568, -2.137, 0.151], [1.009, -2.840, 0.684], [0.490, -2.517, -0.758], [0.695, 0.609, 0.500], [0.623, -0.368, 0.284], [1.532, 1.144, 0.792], [-0.206, 1.134, -0.104]],
  "orbital_gap_ha": [0.47955, 0.17131],
  "multiplicity": 2,
  "max_force_ev_per_a": 3.05,
  "charge": 2,
  "e_homo_ev": [-22.6794, -22.5771]
}

---

(10)
{
  "formula": "H7O3S",
  "method": "ωB97M-V/def2-TZVPD",
  "species": ["S", "H", "H", "H", "O", "H", "H", "O", "H", "H", "O"],
  "coordinates": [[0.286, 1.250, -0.199], [-0.378, 2.262, 0.328], [1.330, 0.132, 1.722], [2.680, 0.739, 1.952], [2.069, 0.133, 2.373], [-1.558, -0.189, 0.530], [-2.313, -1.537, 0.456], [-2.160, -0.777, 1.026], [0.220, -1.405, -2.676], [-0.029, 0.024, -2.402], [-0.147, -0.631, -3.110]],
  "orbital_gap_ha": 0.28724,
  "max_force_ev_per_a": 0.83,
  "charge": -1,
  "e_homo_ev": -3.8427
}